Here is a structure of composition C50H67FN5S3SbTi from the Open Molecules 2025 dataset. Energies are from wB97M-V/def2-TZVPD.

## Properties
Spin multiplicity: 1
LUMO energy (spin up / spin down), eV: -0.130 / -0.150
ΔE to the lowest compared entry with this formula, charge and spin, kJ/mol: 76.7
Calculated total energy, eV: -125265.247
HOMO (spin up / spin down), eV: -6.71 / -6.73

Last column: Mulliken charge in e.
CARTESIAN COORDINATES (ANGSTROEM)
Sb (1.650, -0.696, -3.265)  0.093
Ti (-0.652, 1.040, 0.855)  -0.654
S (0.113, -3.434, 1.352)  0.488
S (2.800, -1.497, 0.617)  0.355
S (3.043, -4.811, -0.711)  -0.254
F (-1.066, -0.685, -0.470)  0.615
N (-2.387, 0.417, 1.622)  1.983
N (0.825, 3.172, -0.511)  -0.944
N (0.558, 0.746, 2.436)  1.550
N (-1.276, 2.219, -0.790)  1.240
N (0.854, 2.167, 0.397)  1.902
C (4.055, -3.360, -1.082)  0.550
C (4.279, -2.401, 0.075)  -1.157
C (-3.846, 1.757, 4.765)  -0.916
C (-3.085, -1.247, -1.616)  -0.574
C (-4.297, 0.609, 5.386)  -1.783
C (-3.571, -0.701, 3.481)  0.723
C (-0.343, -0.242, 6.417)  -0.925
C (-0.645, -2.615, -3.808)  -1.566
C (-1.770, 4.142, -2.804)  -0.666
C (2.469, -2.205, 2.239)  0.523
C (-0.327, 3.160, -1.135)  -0.727
C (-2.736, 3.147, -2.473)  -1.025
C (-3.020, 3.076, 2.848)  -0.052
C (1.361, -4.219, -1.083)  0.576
C (0.211, 0.419, 3.764)  -0.140
C (4.116, 1.779, 2.916)  -1.104
C (2.815, 2.029, -2.746)  -1.341
C (-5.004, -2.484, 2.474)  -1.761
C (4.261, 2.598, 1.801)  -0.970
C (4.411, -0.929, -4.544)  -1.436
C (0.397, 1.355, 4.785)  -0.339
C (-0.525, -1.173, 5.410)  -0.813
C (-4.472, -1.173, -1.687)  -0.950
C (-2.468, -0.728, -0.509)  0.982
C (3.196, 2.783, 0.928)  -0.089
C (-3.833, 3.256, 1.568)  -1.757
C (-4.183, -0.597, 4.725)  -0.284
C (-0.238, -1.206, -4.229)  0.855
C (-0.254, -0.844, 4.089)  0.926
C (-1.566, 3.456, 2.645)  -1.479
C (-3.573, -2.086, 2.845)  1.272
C (1.839, 1.324, 2.320)  -0.516
C (-5.175, -0.566, -0.655)  -1.149
C (-3.073, 0.479, 2.875)  -0.529
C (2.008, 2.120, 1.187)  -0.716
C (-3.017, -3.193, 3.740)  -1.330
C (1.918, 1.886, -5.078)  -1.499
C (2.917, -2.871, -5.038)  -1.414
C (1.727, 1.440, -3.638)  1.220
C (-4.517, -0.052, 0.450)  -0.907
C (2.984, -1.362, -4.852)  0.290
C (-3.266, 1.725, 3.501)  0.859
C (-0.596, 4.155, -2.138)  -0.461
C (1.681, -3.508, 2.268)  -1.436
C (-2.457, 2.255, -1.490)  -0.342
C (-0.295, -1.065, -5.742)  -1.570
C (0.358, -4.605, -0.006)  -1.490
C (-3.122, -0.129, 0.565)  -0.692
C (0.118, 1.029, 6.097)  -1.130
C (2.909, 1.144, 3.185)  -0.132
H (1.103, 1.578, -5.731)  0.350
H (1.979, 2.976, -5.123)  0.465
H (0.754, 1.794, -3.278)  -0.305
H (1.911, -1.425, 2.759)  -1.335
H (-1.645, -2.864, -4.176)  0.510
H (4.756, -1.342, -3.594)  0.147
H (-5.518, -1.716, 1.905)  0.363
H (-6.252, -0.488, -0.711)  0.463
H (-3.788, 4.294, 1.235)  0.500
H (3.412, -2.329, 2.777)  0.749
H (-5.066, 0.430, 1.248)  0.831
H (4.948, 1.637, 3.592)  0.449
H (0.035, -3.362, -4.218)  0.350
H (-3.555, -3.254, 4.686)  0.276
H (0.793, 2.332, 4.541)  0.637
H (-0.130, -0.039, -6.067)  0.286
H (5.096, -1.283, -5.318)  0.451
H (1.937, -3.206, -5.369)  0.243
H (-0.639, -2.740, -2.724)  0.226
H (0.178, 4.883, -2.324)  0.577
H (-3.200, 1.522, -1.209)  0.279
H (-3.409, 3.805, 3.569)  0.825
H (5.015, -3.751, -1.425)  0.539
H (5.012, -1.650, -0.231)  0.520
H (-2.498, -1.681, -2.405)  0.203
H (2.269, -4.328, 1.853)  0.485
H (-3.976, 2.716, 5.251)  0.422
H (2.654, -0.872, -5.771)  0.585
H (3.605, -2.832, -1.925)  -0.914
H (-0.890, -2.161, 5.651)  0.400
H (-1.052, 2.793, 1.929)  1.040
H (-0.556, -0.503, 7.444)  0.423
H (-1.480, 4.454, 2.209)  0.613
H (-4.569, -1.494, 5.193)  0.345
H (0.586, -5.590, 0.408)  0.519
H (3.154, -3.404, -4.116)  0.136
H (-0.638, -4.676, -0.452)  0.374
H (2.764, 3.120, -2.746)  0.478
H (-2.963, -2.073, 1.942)  -0.255
H (3.643, -3.195, -5.789)  0.453
H (-4.753, 0.657, 6.365)  0.384
H (-4.986, -1.573, -2.547)  0.470
H (-5.001, -3.401, 1.886)  0.441
H (2.848, 1.499, -5.498)  0.173
H (-3.457, 2.632, 0.755)  0.372
H (-5.584, -2.670, 3.378)  0.375
H (-1.962, -3.072, 3.949)  0.049
H (1.445, -3.750, 3.307)  0.646
H (-1.274, -1.374, -6.116)  0.490
H (4.511, 0.153, -4.487)  0.266
H (5.200, 3.097, 1.613)  0.420
H (-0.404, -1.559, 3.291)  -0.461
H (-0.997, 3.415, 3.570)  0.314
H (0.448, -1.692, -6.234)  0.210
H (-0.940, -0.487, -3.788)  0.231
H (-3.131, -4.153, 3.235)  0.515
H (-1.983, 4.879, -3.567)  0.421
H (1.397, -3.135, -1.198)  -0.714
H (0.263, 1.767, 6.873)  0.406
H (2.724, 1.702, -1.712)  0.127
H (-3.691, 3.106, -2.972)  0.527
H (4.694, -2.929, 0.934)  0.390
H (2.803, 0.526, 4.067)  0.418
H (3.270, 3.413, 0.055)  0.511
H (1.055, -4.663, -2.032)  0.586
H (-4.878, 3.000, 1.738)  0.390
H (3.807, 1.747, -3.102)  0.352